ORCA calculation (ωB97M-V with the def2-TZVPD basis set) on a 4-piece molecular cluster, C14H25ClIN4O3 overall at a distorted geometry.

XYZ file:
```
48
Properties=species:S:1:pos:R:3:lowdin_charge:R:1
Cl 1.5332 -2.9327 -0.5876 0.542
C 0.7702 -1.2738 -0.1609 -0.505
C -0.8770 -1.0435 -0.0729 0.033
C -1.5245 0.4344 0.3357 0.043
C -0.4379 1.6555 0.6273 0.028
C 1.1839 1.2887 0.4783 -0.033
N 1.6968 -0.1044 0.1090 -0.566
I 3.7384 -0.4456 -0.0750 1.033
H -1.5883 -1.9416 -0.3110 0.104
H -2.6973 0.6042 0.4154 0.130
H -0.7961 2.7423 0.8949 0.114
H 1.9418 2.1597 0.6902 0.125
C -4.9046 -0.6847 -2.4164 -0.337
O -5.7282 0.0583 -1.8981 0.006
N -4.7056 -2.0101 -2.0928 -0.212
C -3.7074 -2.8251 -2.7546 -0.069
C -5.5212 -2.6091 -1.0565 -0.044
H -4.2329 -0.3304 -3.2155 0.128
H -4.2043 -3.6729 -3.2352 0.095
H -2.9976 -3.1919 -2.0075 0.071
H -3.1670 -2.2499 -3.5112 0.085
H -6.5740 -2.5359 -1.3454 0.098
H -5.3730 -2.0571 -0.1235 0.090
H -5.2515 -3.6585 -0.9106 0.091
C -2.3885 -1.0718 3.6211 -0.337
O -3.0195 -1.6141 2.7229 -0.019
N -2.8149 0.0126 4.3581 -0.208
C -2.0068 0.5988 5.4078 -0.061
C -4.1142 0.5862 4.0743 -0.043
H -1.3885 -1.4285 3.9179 0.130
H -2.5571 0.5425 6.3516 0.095
H -1.8099 1.6459 5.1604 0.089
H -1.0557 0.0703 5.5150 0.086
H -4.8809 -0.1813 4.2172 0.100
H -4.1373 0.9168 3.0315 0.083
H -4.3149 1.4345 4.7343 0.094
C 8.0098 2.0556 -1.2197 -0.320
O 7.7964 1.3320 -0.2555 -0.003
N 7.3988 1.9504 -2.4512 -0.208
C 7.7069 2.8484 -3.5454 -0.059
C 6.4157 0.9073 -2.6595 -0.071
H 8.7391 2.8807 -1.1693 0.135
H 6.7932 3.3712 -3.8426 0.090
H 8.0847 2.2628 -4.3886 0.093
H 8.4615 3.5832 -3.2520 0.089
H 5.6005 1.0381 -1.9415 0.010
H 6.8860 -0.0650 -2.4848 0.096
H 6.0194 0.9473 -3.6778 0.093
```

Charge: +1
M, Da: 459.7
Gap between HOMO and LUMO, eV: 6.21
E, eV: -47634.547

ORCA calculation (ωB97M-V with the def2-TZVPD basis set) on C14H25ClO3P2Sn as an isolated structure at a distorted geometry.

XYZ file:
```
46
Properties=species:S:1:pos:R:3:lowdin_charge:R:1
Sn 0.1008 -0.6087 -1.7317 0.575
H -1.4852 -1.3283 0.1109 -0.014
H -1.6786 -0.6111 0.0506 0.011
P -0.2504 -3.1523 -1.7067 0.594
P -0.2591 1.8934 -1.7423 0.602
C 1.2942 2.7012 -1.3009 -0.272
H 1.2131 3.7682 -1.5479 0.039
H 1.4870 2.5766 -0.2280 0.032
H 2.1337 2.2599 -1.8502 0.055
C -0.5602 2.1579 -3.5040 -0.291
H -1.5062 1.6883 -3.8088 0.046
H -0.6112 3.2424 -3.6824 0.048
H 0.2527 1.7164 -4.0931 0.033
C -1.5874 2.6496 -0.7915 -0.238
H -1.3981 2.5503 0.2872 0.037
H -1.6326 3.7178 -1.0634 0.054
H -2.5519 2.1774 -1.0277 0.054
C -0.3713 -3.4649 -3.4957 -0.297
H -0.4447 -4.5420 -3.6985 0.047
H -1.2548 -2.9621 -3.9073 0.042
H 0.5086 -3.0560 -4.0018 0.029
C 1.2173 -4.0413 -1.1196 -0.281
H 1.3101 -3.9297 -0.0310 0.051
H 1.1441 -5.1106 -1.3703 0.038
H 2.1257 -3.6313 -1.5792 0.049
C -1.6933 -3.9303 -0.9430 -0.275
H -2.6197 -3.4404 -1.2768 0.051
H -1.7414 -4.9987 -1.2172 0.050
H -1.6345 -3.8396 0.1511 0.048
C 1.6751 -0.5231 -0.1211 -0.290
O 2.7403 -0.6611 0.3418 0.107
H 0.8302 -0.6214 -3.2927 -0.116
Cl 0.4187 3.6551 6.6948 0.678
C 0.3752 2.6197 5.3285 -0.685
C 0.3639 1.2227 5.4674 -0.087
C 0.3186 0.4050 4.3310 -0.001
C 0.3103 0.9831 3.0601 -0.129
C 0.2979 2.3703 2.9189 -0.016
C 0.3401 3.2043 4.0424 -0.087
C 0.4281 0.0759 1.8838 -0.547
O 0.2648 -1.1455 1.9306 0.022
O 0.7674 0.7407 0.7899 -0.195
H 0.3969 0.8147 6.4841 0.107
H 0.3202 -0.6744 4.4096 0.119
H 0.2896 2.7988 1.9247 0.096
H 0.3560 4.2828 3.9252 0.101
```

Energy above the lowest of the compared OMol25 structures with the same formula, charge and spin, kcal per mole: 0.0
Charge: 0
M, Da: 457.5
Gap between HOMO and LUMO, eV: 5.28
E, eV: -57993.431

ORCA calculation (ωB97M-V with the def2-TZVPD basis set) on a 3-piece molecular cluster, C14H25F3O8 overall at a distorted geometry.

XYZ file:
```
50
Properties=species:S:1:pos:R:3:lowdin_charge:R:1
C 20.8100 22.4812 -8.4132 -0.065
C 21.8807 21.5839 -7.8940 -0.243
O 23.1457 21.8052 -8.4320 0.030
C 24.2653 21.8943 -7.7283 -0.322
O 24.3467 21.6276 -6.5035 0.113
C 25.4506 22.2285 -8.6546 -0.512
F 25.5573 23.5609 -8.7285 0.169
F 26.5752 21.7091 -8.0386 0.129
F 25.2477 21.7557 -9.8752 0.188
H 20.6843 22.2298 -9.4663 0.083
H 21.0311 23.5387 -8.2692 0.086
H 19.8867 22.4528 -7.8345 0.084
H 21.6799 20.5142 -7.8340 0.141
H 21.9301 21.9299 -6.8616 0.119
C 16.0991 23.3792 -3.2492 -0.031
C 14.9292 22.5631 -3.7581 -0.352
C 15.1328 21.1250 -3.2954 -0.038
O 13.7159 20.7565 -3.2517 0.050
C 12.9389 21.8298 -3.0921 -0.564
O 11.7060 21.9076 -3.0237 0.117
O 13.6950 22.9069 -3.1543 0.101
H 15.9631 24.4311 -3.5008 0.084
H 17.1018 23.1854 -3.6301 0.092
H 16.0603 23.3672 -2.1600 0.090
H 14.8654 22.6632 -4.8416 0.159
H 15.2604 21.2855 -2.2249 0.142
H 15.7460 20.5825 -4.0150 0.150
C 32.0453 18.6588 -13.2878 -0.126
O 31.4648 19.8531 -12.7720 -0.214
C 31.7338 20.5178 -11.4975 -0.106
C 32.4904 19.5824 -10.4412 -0.179
O 33.0641 20.5233 -9.5978 -0.161
C 33.8781 20.0323 -8.5365 -0.166
C 33.2124 19.5779 -7.1978 -0.170
O 32.5125 18.3278 -7.2904 -0.199
C 31.6156 18.0484 -6.2419 -0.126
H 31.5489 18.4714 -14.2399 0.083
H 31.9363 17.7437 -12.7057 0.078
H 33.1087 18.7701 -13.4996 0.078
H 30.7718 20.9698 -11.2560 0.115
H 32.3063 21.4195 -11.7149 0.112
H 33.3366 19.0764 -10.9059 0.112
H 31.9419 18.8051 -9.9091 0.123
H 34.4905 20.8814 -8.2330 0.123
H 34.5051 19.2333 -8.9322 0.123
H 32.5860 20.4211 -6.9066 0.126
H 34.0298 19.3260 -6.5221 0.123
H 30.7303 18.6836 -6.2144 0.086
H 32.0756 18.0244 -5.2540 0.082
H 31.2559 17.0247 -6.3459 0.084
```

SMILES: CCOC(=O)C(F)(F)F.C[C@H]1COC(=O)O1.COCCOCCOC
Charge: 0
M, Da: 378.3
Gap between HOMO and LUMO, eV: 9.54
E, eV: -39451.934

ORCA calculation (ωB97M-V with the def2-TZVPD basis set) on C14H25F6NNiOPSi2 as an isolated structure.

XYZ file:
```
51
Properties=species:S:1:pos:R:3:mulliken_spin:R:1
Ni -0.0495 -0.0055 0.0295 0.677
C -0.3619 3.6478 -0.9824 -0.004
Si 0.2186 2.3053 -2.1386 0.014
C -0.1439 2.7769 -3.9272 -0.015
C 2.0715 2.0721 -1.9563 -0.009
C -0.6033 0.6416 -1.8161 -0.253
C 0.1914 -0.4745 -2.3883 0.040
C 0.4188 -0.9265 -3.6824 -0.010
C 1.2645 -2.0106 -3.8457 -0.002
C 1.8513 -2.6263 -2.7448 0.001
C 1.5698 -2.1360 -1.4866 -0.005
N 0.7630 -1.0867 -1.3414 0.031
Si -2.4442 0.2444 -1.7512 0.009
C -3.5047 1.7027 -1.2763 -0.001
C -2.9935 -0.3982 -3.4308 -0.009
C -2.6387 -1.1654 -0.5151 -0.014
H 0.0432 4.5963 -1.3476 0.000
H -0.0062 3.4961 0.0361 0.001
H -1.4448 3.7469 -0.9299 0.000
H 0.3454 3.7195 -4.1832 -0.001
H -1.2148 2.9056 -4.0978 0.000
H 0.2188 2.0212 -4.6265 0.000
H 2.5635 3.0406 -2.0727 0.000
H 2.4736 1.4047 -2.7224 -0.001
H 2.3521 1.6738 -0.9788 0.004
H -0.0477 -0.4353 -4.5234 -0.001
H 1.4744 -2.3838 -4.8400 0.000
H 2.5122 -3.4719 -2.8644 0.000
H 1.9861 -2.5620 -0.5829 -0.001
H -3.1884 2.6293 -1.7556 0.000
H -3.5206 1.8655 -0.2001 0.000
H -4.5252 1.4983 -1.6112 0.000
H -2.8879 0.3721 -4.1982 0.001
H -4.0476 -0.6824 -3.3950 -0.001
H -2.4292 -1.2752 -3.7503 0.001
H -2.1785 -1.0087 0.4697 0.016
H -2.2678 -2.1110 -0.9176 0.000
H -3.7033 -1.2878 -0.2971 0.001
C 1.0558 -1.6038 2.7533 0.109
C 0.9299 -0.7332 1.5532 0.200
O 1.7181 0.1401 1.2568 0.248
H 0.3306 -1.2281 3.4768 -0.003
H 2.0593 -1.5592 3.1734 -0.001
H 0.7739 -2.6275 2.5097 -0.005
F -1.1555 1.3168 0.8954 -0.012
P -1.7273 1.8252 2.4929 -0.003
F -0.3757 2.6698 2.6024 0.000
F -2.4374 3.0408 1.7360 0.000
F -0.9526 0.5353 3.0723 -0.001
F -3.0067 0.8989 2.2048 0.000
F -2.2435 2.2644 3.9156 0.000
```

<S²>: 0.949
Energy above the lowest of the compared OMol25 structures with the same formula, charge and spin, kcal per mole: 10.1
Charge: 0
Spin multiplicity: 2
M, Da: 483.2
Gap between HOMO and LUMO (alpha / beta), eV: 7.36 / 7.50
E, eV: -100860.189

ORCA calculation (ωB97M-V with the def2-TZVPD basis set) on C14H25FeN6S as an isolated structure.

XYZ file:
```
47
Properties=species:S:1:pos:R:3:mulliken_spin:R:1
Fe -0.4386 0.4679 0.4011 3.792
C 2.2595 2.7450 -2.2850 0.004
C 1.4062 1.7122 -1.6229 -0.012
N 1.2793 1.5792 -0.3581 -0.008
N 1.9814 2.4153 0.4615 0.002
C 1.3433 2.6696 1.5734 -0.008
N 1.9875 3.3853 2.5149 0.009
S -0.3088 2.1978 1.9375 0.079
C 0.6015 0.7538 -2.4178 0.027
C 0.8682 0.5164 -3.7572 0.001
C 0.0962 -0.3977 -4.4545 0.001
C -0.9287 -1.0523 -3.7944 0.003
C -1.1354 -0.7590 -2.4594 0.012
N -0.3979 0.1209 -1.7782 0.022
H 2.3769 3.5945 -1.6192 0.000
H 1.8205 3.0726 -3.2261 0.001
H 3.2576 2.3485 -2.4891 0.002
H 2.8768 3.7958 2.2814 -0.002
H 1.4566 3.7811 3.2701 0.000
H 1.6811 1.0379 -4.2421 0.001
H 0.2941 -0.5964 -5.4995 0.000
H -1.5615 -1.7692 -4.2977 0.000
H -1.9298 -1.2455 -1.9110 0.005
C -3.3433 -0.6340 0.4524 0.018
N -2.1416 -0.6990 1.3001 -0.028
C -2.4719 -0.1204 2.6150 0.019
C -1.6511 -2.0770 1.4316 0.013
C -0.2512 -2.0831 2.0143 0.000
N 0.6591 -1.2866 1.1756 0.012
C 1.8170 -0.8149 1.9567 0.009
C 1.1382 -2.0735 0.0274 0.016
H -4.2185 -1.0409 0.9694 0.002
H -3.1912 -1.2093 -0.4573 0.001
H -3.5542 0.4017 0.1865 0.002
H -3.2047 -0.7484 3.1336 0.004
H -2.8947 0.8728 2.4750 0.000
H -1.5840 -0.0129 3.2312 0.000
H -1.6411 -2.5265 0.4366 -0.005
H -2.3197 -2.6809 2.0560 0.001
H 0.1072 -3.1133 2.1131 0.003
H -0.2588 -1.6474 3.0127 -0.003
H 2.3807 -1.6590 2.3678 0.003
H 1.4734 -0.1778 2.7700 0.000
H 2.4736 -0.2295 1.3148 0.003
H 1.7036 -2.9487 0.3641 0.004
H 1.7848 -1.4522 -0.5910 0.001
H 0.3027 -2.4128 -0.5833 -0.004
```

<S²>: 6.013
Energy above the lowest of the compared OMol25 structures with the same formula, charge and spin, kcal per mole: 0.0
Charge: +1
Spin multiplicity: 5
M, Da: 365.3
Gap between HOMO and LUMO (alpha / beta), eV: 7.79 / 7.70
E, eV: -69082.826